No. 1
The following is a quantum chemistry calculation of C4H12N2O in the gas phase, from the Open Molecules 2025 dataset.

The SMILES is C[C@@H](CO)C(N)N. Its HOMO energy is -8.339 eV. Its energy relative to the best compared isomer or geometry (same formula, charge and spin) is 76.9 kcal/mol.

Geometry (Å):
C 0.3376 1.1322 -0.4019
C 0.3987 -0.7387 -0.1343
C -1.0329 -0.7611 -0.0444
C 1.2193 -1.0296 1.0955
N -0.2455 1.8798 0.6656
N -0.1239 1.6329 -1.6585
O -1.1284 -2.4987 -0.0552
H -1.0748 -2.8133 0.8611
H 1.4207 1.2575 -0.3642
H 0.8143 -1.1485 -1.0538
H 0.1087 2.8343 0.6402
H -1.2491 1.9574 0.5365
H 0.4214 1.2517 -2.4270
H -1.0950 1.3998 -1.8386
H -1.6039 -0.5687 -0.9464
H -1.4793 -0.4630 0.9007
H 1.3825 -2.1059 1.1878
H 2.1989 -0.5436 1.0322
H 0.7307 -0.6744 2.0046

No. 2
The following is a quantum chemistry calculation of a molecular structure, C30H43F5P2SY, from the Open Molecules 2025 dataset.

The total charge is +1. Its HOMO energy is -9.391 eV. Its energy relative to the best compared isomer or geometry (same formula, charge and spin) is 0.0 kcal/mol.

Geometry (Å):
Y -0.0324 0.7067 1.8936
C 1.0589 0.5736 4.0804
C 2.0766 1.0673 3.2004
C 0.3463 2.6177 3.2350
C -0.0023 1.5447 4.1183
C 1.6386 2.3303 2.6793
C 1.1454 -0.6615 4.9016
H 1.9113 -1.3469 4.5239
H 0.1878 -1.1973 4.8969
H 1.3810 -0.4278 5.9520
C -1.2510 1.5063 4.9142
H -1.4781 0.4927 5.2523
H -2.1117 1.8492 4.3254
H -1.1757 2.1535 5.8001
C -0.4863 3.8218 2.9669
H -0.4633 4.5065 3.8293
H -1.5378 3.5468 2.7914
H -0.1273 4.3663 2.0855
C 2.4572 3.2928 1.8924
H 2.9830 3.9929 2.5639
H 1.8248 3.8894 1.2228
H 3.2138 2.7837 1.2864
C 3.4573 0.5193 3.0744
H 4.1381 1.0079 3.7928
H 3.8677 0.6871 2.0716
H 3.4819 -0.5568 3.2784
C -0.5985 -1.7388 0.6470
C 0.4716 -2.0055 1.4386
C 1.9003 -2.1033 0.9852
C 2.3200 -1.1725 -0.1751
C 1.8949 0.2690 -0.0877
C 0.7448 0.7908 -0.5965
C -0.3285 0.0008 -1.3104
C -0.6004 -1.4531 -0.8313
H 2.0986 -3.1477 0.6535
H 2.0080 -1.6165 -1.1316
H 2.5765 -1.9548 1.8479
H 0.0674 -2.1445 -1.3646
H -1.6026 -1.8149 1.1109
H 0.2876 -2.3323 2.4690
H -1.6199 -1.7052 -1.1816
H -1.2763 0.5703 -1.2771
H 0.5795 1.8855 -0.5798
H -0.0782 -0.0515 -2.3902
H 3.4254 -1.1631 -0.1966
H 2.6775 0.9503 0.2677
P -0.8319 -0.1010 -5.3981
P -0.5167 2.5395 -6.8563
C -0.8595 -0.2088 -7.3164
C -1.2170 1.1484 -7.9290
H -1.5982 -0.9725 -7.6145
H 0.1366 -0.5457 -7.6566
H -0.8305 1.2408 -8.9603
H -2.3114 1.2915 -7.9594
C -1.3110 3.9064 -7.8321
H -0.8726 4.8597 -7.5055
H -2.3872 3.9211 -7.6102
H -1.1648 3.7923 -8.9194
C 1.1251 2.6299 -7.7291
H 1.0109 2.6294 -8.8260
H 1.7548 1.7843 -7.4210
H 1.6115 3.5644 -7.4147
C -2.3042 -1.1764 -5.1262
H -2.3642 -1.3907 -4.0524
H -2.2290 -2.1128 -5.6967
H -3.2078 -0.6310 -5.4306
C 0.5111 -1.3266 -5.1336
H 1.4626 -0.8716 -5.4349
H 0.3402 -2.2442 -5.7107
H 0.5493 -1.5534 -4.0619
F -2.2577 -5.4037 8.3433
C -2.2069 -4.5309 7.3076
C -1.8847 -3.2046 7.5396
F -1.5668 -2.7783 8.7868
C -1.8716 -2.3008 6.4805
F -1.5963 -1.0051 6.7767
C -2.1321 -2.6843 5.1412
S -2.1562 -1.5935 3.8382
C -2.4152 -4.0620 4.9553
F -2.6123 -4.5135 3.7009
C -2.4727 -4.9666 6.0111
F -2.7746 -6.2595 5.7876

No. 3
The following is a quantum chemistry calculation of O3S2 in the gas phase, from the Open Molecules 2025 dataset.

Its HOMO energy (alpha / beta) is -8.319 / -9.697 eV. Its energy relative to the best compared isomer or geometry (same formula, charge and spin) is 13.8 kcal/mol.

Geometry (Å):
O 1.8918 -0.9570 0.0861
O -0.0991 0.9334 0.0868
O -1.8239 -0.9369 -0.0946
S 1.6098 0.4675 -0.0926
S -1.5786 0.4929 0.0141